Entry from the Open Molecules 2025 dataset: C8H10Br2O2S as an isolated structure in a non-equilibrium geometry (ωB97M-V/def2-TZVPD).

Positions of all 23 atoms, in Å:
C -1.408 1.992 0.479
C -2.159 1.339 -0.759
C 0.082 2.042 0.091
C -1.478 0.209 -1.355
C -0.229 -0.205 -1.029
C -0.085 -0.467 0.526
C 0.587 0.620 0.083
C 2.321 -2.351 0.699
O 0.496 -2.038 2.462
O -0.143 -2.958 0.296
S 0.590 -2.032 1.076
Br 2.613 0.606 -0.693
Br 2.720 -4.069 1.434
H -1.932 3.028 0.580
H -1.778 1.489 1.304
H -3.233 1.068 -0.397
H -2.225 1.940 -1.633
H 0.378 2.464 -0.809
H 0.793 2.520 0.732
H -1.951 -0.086 -2.236
H 0.284 -0.972 -1.711
H 3.169 -1.693 1.168
H 2.589 -2.446 -0.305

**Relative energy (zero: lowest compared OMol25 entry of this formula, charge and spin)**: 2.853 eV
**E**: -6007.3068 Eh
**Net charge**: 0
**HOMO-LUMO gap (alpha / beta)**: 7.50 / 7.50 eV
**Spin multiplicity**: 1

Mulliken atomic charge list, values in e, 2 entries: atom 1 (C): -0.804, atom 2 (C): -0.659